164
Properties=species:S:1:pos:R:3:mulliken_charge:R:1 method="wB97M-V/def2-TZVPD" smiles="CCOC(C)=O.COC(=O)OC.COCCOCCOC.COCCOCCOC.COCCOCCOC.COCCOCCOC.COCCOCCOC.COCCOCCOC" homo_energy_ev=-9.04
C 5.96 1.62 -6.50 -0.681
O 5.10 1.20 -5.29 -0.329
C 4.30 2.16 -4.94 0.642
O 4.33 3.24 -5.54 -0.633
O 3.52 1.88 -3.92 0.049
C 2.59 3.01 -3.65 -0.212
H 6.41 0.71 -6.89 0.240
H 6.74 2.30 -6.21 0.284
H 5.34 2.05 -7.27 0.311
H 3.13 3.93 -3.79 0.514
H 2.28 2.90 -2.59 -0.372
H 1.73 2.92 -4.27 0.223
C 5.15 -0.52 3.26 -0.707
O 5.75 0.65 3.78 -0.221
C 7.14 0.75 3.42 -0.529
C 7.87 1.82 4.13 -0.505
O 8.06 1.58 5.49 -0.446
C 6.98 1.76 6.33 -0.421
C 6.27 3.10 6.27 -0.510
O 7.20 4.11 6.49 -0.313
C 6.69 5.42 6.34 -0.721
H 5.25 -0.56 2.16 0.265
H 4.08 -0.43 3.46 0.156
H 5.53 -1.48 3.66 0.375
H 7.24 0.82 2.33 0.405
H 7.50 -0.25 3.69 0.365
H 7.31 2.77 3.95 0.214
H 8.85 1.96 3.67 0.409
H 7.33 1.66 7.36 0.410
H 6.15 1.06 6.18 0.206
H 5.45 3.10 7.01 0.448
H 5.80 3.26 5.28 0.289
H 7.49 6.17 6.40 0.247
H 5.95 5.68 7.12 0.279
H 6.22 5.50 5.37 0.316
C -7.82 -2.46 -4.52 -0.728
O -7.38 -1.61 -3.56 -0.349
C -6.10 -1.09 -3.86 0.069
C -5.61 -0.26 -2.73 -0.606
O -5.23 -1.14 -1.68 -0.225
C -4.91 -0.29 -0.55 -0.885
C -4.31 -1.14 0.51 0.515
O -5.26 -2.02 1.01 -0.400
C -4.87 -2.55 2.24 -0.459
H -8.79 -2.87 -4.22 0.245
H -7.15 -3.28 -4.78 0.273
H -8.01 -1.88 -5.45 0.305
H -6.13 -0.53 -4.81 0.461
H -5.40 -1.93 -3.91 -0.197
H -6.45 0.38 -2.41 0.380
H -4.77 0.34 -3.10 0.317
H -5.83 0.17 -0.14 0.404
H -4.17 0.49 -0.78 0.297
H -3.97 -0.44 1.32 0.182
H -3.44 -1.67 0.10 -0.138
H -3.83 -2.99 2.21 0.159
H -5.62 -3.20 2.70 0.294
H -4.85 -1.72 2.97 0.125
C -2.54 -5.53 1.52 -0.619
O -1.30 -4.99 1.75 -0.479
C -0.64 -4.39 0.63 1.124
C 0.82 -4.19 0.93 -1.158
O 1.33 -3.37 -0.04 0.710
C 2.75 -3.45 -0.04 -1.345
C 3.27 -2.35 -0.97 0.290
O 2.91 -2.72 -2.28 -0.226
C 3.37 -1.70 -3.16 -0.772
H -3.22 -4.72 1.28 0.211
H -2.90 -5.96 2.47 0.286
H -2.62 -6.30 0.75 0.308
H -1.12 -3.41 0.39 -0.686
H -0.83 -5.03 -0.25 0.095
H 1.29 -5.18 0.91 0.514
H 0.91 -3.79 1.98 0.182
H 3.08 -4.41 -0.44 0.400
H 3.12 -3.27 0.97 0.442
H 4.35 -2.29 -0.83 0.490
H 2.81 -1.41 -0.65 -0.299
H 3.14 -0.71 -2.79 0.121
H 2.89 -1.93 -4.10 0.317
H 4.47 -1.76 -3.32 0.359
C -0.73 3.92 -5.50 -0.890
O -0.71 4.15 -4.13 -0.200
C -0.16 5.46 -3.85 -0.598
C -0.02 5.64 -2.36 -0.712
O 0.86 4.66 -1.85 0.068
C 0.87 4.70 -0.42 -1.145
C 1.54 3.36 0.08 -0.028
O 2.92 3.41 -0.30 -0.452
C 3.52 2.12 -0.23 -0.210
H 0.24 3.85 -6.00 0.341
H -1.32 4.73 -5.95 0.349
H -1.29 3.00 -5.61 0.235
H -0.87 6.20 -4.24 0.484
H 0.82 5.59 -4.34 0.302
H -0.99 5.55 -1.83 0.392
H 0.38 6.64 -2.15 0.273
H -0.16 4.71 -0.03 0.458
H 1.39 5.57 -0.01 0.347
H 0.96 2.54 -0.36 -0.020
H 1.48 3.28 1.17 0.522
H 3.07 1.43 -0.96 -0.101
H 3.44 1.68 0.77 0.159
H 4.59 2.18 -0.48 0.328
C 2.35 -7.87 -5.12 -0.539
O 0.98 -7.89 -5.52 -0.368
C 0.53 -6.72 -6.15 -0.755
C -0.26 -5.83 -5.18 -0.302
O 0.65 -5.23 -4.28 -0.257
C 0.19 -4.85 -3.01 -0.615
C -0.61 -3.55 -3.05 0.706
O -1.80 -3.88 -3.74 -0.425
C -2.81 -2.86 -3.81 -0.685
H 2.56 -7.20 -4.28 0.146
H 3.00 -7.54 -5.94 0.288
H 2.56 -8.88 -4.79 0.250
H -0.18 -6.99 -6.95 0.405
H 1.29 -6.12 -6.65 0.350
H -0.97 -6.49 -4.65 0.293
H -0.84 -5.05 -5.68 0.247
H 1.09 -4.72 -2.39 -0.133
H -0.42 -5.65 -2.54 0.468
H -0.04 -2.75 -3.54 0.130
H -0.86 -3.25 -2.02 -0.218
H -3.69 -3.39 -4.18 0.247
H -2.53 -2.19 -4.62 0.347
H -3.00 -2.33 -2.87 0.182
C -8.31 3.35 6.86 -0.608
O -7.87 4.65 6.63 -0.390
C -6.60 4.96 7.27 -0.560
C -5.50 4.64 6.30 -0.429
O -5.31 3.28 6.15 -0.226
C -4.31 2.99 5.19 -0.527
C -3.84 1.54 5.27 -0.468
O -2.87 1.33 4.25 -0.218
C -2.23 0.06 4.50 -0.237
H -9.29 3.24 6.45 0.291
H -8.25 2.95 7.87 0.279
H -7.69 2.69 6.24 0.210
H -6.47 4.34 8.18 0.316
H -6.67 6.02 7.55 0.322
H -4.54 5.13 6.53 0.429
H -5.83 5.09 5.33 0.299
H -3.42 3.66 5.27 0.278
H -4.79 3.16 4.21 0.293
H -4.74 0.93 5.15 0.279
H -3.50 1.43 6.31 0.275
H -2.96 -0.76 4.43 0.222
H -1.73 0.11 5.47 0.483
H -1.44 -0.05 3.77 -0.340
O -1.71 0.27 -0.65 -0.672
C -0.54 0.20 -1.00 0.764
O 0.49 -0.08 -0.16 0.358
C 0.15 -0.48 1.18 0.529
C 1.15 0.08 2.15 -1.550
C -0.12 0.45 -2.42 -0.416
H 0.21 -1.57 1.33 -0.493
H -0.89 -0.24 1.49 0.250
H 2.20 -0.14 1.89 0.077
H 1.02 -0.37 3.13 0.483
H 1.12 1.15 2.32 0.424
H -0.31 1.49 -2.70 0.195
H -0.73 -0.18 -3.09 0.227
H 0.93 0.24 -2.65 -0.162

77
Properties=species:S:1:pos:R:3:mulliken_charge:R:1 method="wB97M-V/def2-TZVPD" e_above_lowest_kcal_mol=49.1 total_charge=+2 spin_multiplicity=5 homo_energy_ev="-12.42 / -12.60" s2=6.0183
Os -0.05 -1.40 0.64 2.777
C -2.00 -3.18 5.12 -1.265
C -0.65 -3.26 4.50 1.039
N 0.40 -3.83 5.00 -0.800
N 1.38 -3.63 4.07 0.240
C 0.95 -2.95 3.01 0.392
S 1.79 -2.43 1.60 -0.540
N -0.34 -2.73 3.27 0.292
N -1.14 -1.96 2.41 -0.827
H -1.99 -3.75 6.04 0.370
H -2.75 -3.60 4.45 0.310
H -2.26 -2.15 5.34 0.316
H 2.31 -3.97 4.24 0.200
H -1.96 -2.54 2.10 0.607
H -1.45 -1.13 2.93 0.468
N -2.59 -2.85 -2.80 -0.584
C -3.17 -2.68 -1.47 1.169
C -4.65 -3.07 -1.41 -1.867
P -2.98 -0.84 -0.95 0.305
O -4.43 -0.43 -0.42 -0.474
O -0.78 -0.80 -2.64 -0.600
O -1.99 -0.69 0.19 -0.973
P -2.21 -3.63 -0.20 0.676
O -2.23 -5.06 -0.90 -0.542
O -2.88 -3.59 1.12 -0.978
O -0.76 -3.14 -0.26 -0.906
H -3.31 -2.86 -3.50 0.241
H -2.10 -3.74 -2.87 0.274
H -1.36 -1.53 -2.95 0.510
H -5.26 -2.40 -2.02 0.499
H -5.03 -3.04 -0.39 0.451
H -4.75 -4.08 -1.80 0.445
H -4.44 0.25 0.27 0.373
H -2.34 -5.80 -0.29 0.419
C 3.15 -0.07 -0.17 -1.402
C 2.18 -0.41 -1.24 0.900
N 1.04 -1.03 -1.11 0.034
C 0.50 -1.34 -2.45 0.196
C 1.52 -0.74 -3.36 -0.941
N 2.48 -0.15 -2.56 0.472
C 3.50 0.73 -3.05 -1.551
N 3.18 2.13 -2.77 0.711
N 3.90 2.80 -1.76 -0.432
N 3.44 3.96 -1.62 -0.585
C 2.39 4.13 -2.52 0.285
C 1.58 5.20 -2.75 -0.719
C 0.57 5.04 -3.75 -0.559
C 0.41 3.84 -4.46 -0.736
C 1.22 2.76 -4.23 -0.800
C 2.23 2.92 -3.25 1.588
H 2.64 0.10 0.77 0.277
H 3.73 0.82 -0.41 0.403
H 3.85 -0.91 -0.05 0.401
H 0.44 -2.43 -2.53 0.398
H 1.46 -0.59 -4.42 0.491
H 3.57 0.60 -4.13 0.526
H 4.47 0.54 -2.61 0.267
H 1.70 6.13 -2.22 0.528
H -0.08 5.88 -3.96 0.404
H -0.38 3.78 -5.20 0.423
H 1.10 1.84 -4.78 0.324
O 0.40 -0.04 3.61 -0.681
C 0.43 0.79 2.72 0.780
N 0.32 0.48 1.37 -0.898
S 0.19 1.88 0.44 0.950
O -1.14 2.03 -0.07 -0.712
O 1.26 1.96 -0.52 -0.102
C 0.48 2.97 1.78 0.369
C 0.60 4.35 1.74 -0.730
C 0.84 4.99 2.94 -0.640
C 0.95 4.27 4.13 -0.613
C 0.83 2.89 4.15 -0.478
C 0.59 2.25 2.95 -0.146
H 0.51 4.90 0.81 0.557
H 0.94 6.07 2.96 0.447
H 1.14 4.81 5.06 0.431
H 0.91 2.32 5.06 0.546

130
Properties=species:S:1:pos:R:3:mulliken_charge:R:1 method="wB97M-V/def2-TZVPD" e_above_lowest_kcal_mol=97.3 homo_energy_ev=-9.39
C 6.60 -0.39 -0.91 -1.250
C 7.67 0.42 -0.18 0.571
C 7.24 1.02 1.19 -0.880
O 6.00 1.73 1.09 -0.192
C 5.61 2.46 2.29 -0.785
N 8.94 -0.35 -0.09 -0.749
H 7.04 -0.71 -1.86 0.377
H 5.71 0.18 -1.16 0.269
H 6.26 -1.21 -0.27 0.313
H 7.95 1.32 -0.72 0.199
H 7.95 1.74 1.57 0.365
H 7.14 0.25 1.95 0.396
H 6.25 3.32 2.46 0.311
H 5.72 1.83 3.18 0.312
H 4.59 2.85 2.21 0.225
H 9.24 -0.52 -1.04 0.254
H 9.64 0.26 0.30 0.266
C 0.60 -0.07 0.40 -0.311
C 0.11 1.24 0.02 -0.356
O -1.34 1.39 0.20 -0.493
O -0.03 -1.16 -0.30 -0.440
H 0.44 -0.31 1.45 0.236
H 1.68 -0.11 0.34 0.294
H 0.28 1.51 -1.02 0.217
H 0.66 1.98 0.60 0.308
H -1.43 1.89 1.02 0.277
H -0.07 -1.87 0.35 0.266
C 1.36 -0.91 -5.46 -0.194
C 1.18 -1.04 -6.95 -0.343
O 2.21 -1.89 -7.37 -0.528
O 0.12 -0.67 -4.85 -0.488
H 2.10 -0.16 -5.20 0.199
H 1.66 -1.88 -5.07 0.258
H 1.15 -0.07 -7.43 0.275
H 0.22 -1.49 -7.21 0.230
H 2.78 -1.45 -8.00 0.315
H 0.03 -0.88 -3.92 0.277
C -3.45 -5.38 -3.69 -0.247
C -4.55 -5.64 -2.67 -0.460
O -5.42 -6.64 -2.99 -0.516
O -2.46 -6.38 -3.79 -0.538
H -2.78 -4.58 -3.34 0.258
H -3.81 -5.19 -4.70 0.270
H -5.12 -4.71 -2.58 0.305
H -4.06 -5.87 -1.72 0.305
H -4.89 -7.44 -2.96 0.318
H -1.75 -6.04 -4.34 0.306
C 2.59 -7.45 -2.08 -0.369
C 3.45 -6.15 -1.85 -0.294
O 4.65 -6.53 -1.33 -0.531
O 2.64 -8.00 -3.42 -0.511
H 1.55 -7.19 -1.91 0.227
H 2.91 -8.19 -1.34 0.306
H 2.96 -5.46 -1.17 0.269
H 3.61 -5.49 -2.71 0.300
H 5.15 -6.92 -2.05 0.298
H 2.18 -7.32 -3.92 0.305
C -8.20 4.10 2.52 -0.382
C -6.81 4.81 2.62 -0.457
O -6.09 4.71 3.84 -0.525
O -9.28 4.56 3.37 -0.521
H -8.07 3.02 2.64 0.287
H -8.61 4.20 1.52 0.322
H -7.03 5.87 2.50 0.309
H -6.25 4.49 1.74 0.336
H -6.53 5.26 4.48 0.314
H -10.02 4.13 2.95 0.318
C -2.77 7.57 -1.16 -0.186
C -1.33 7.69 -0.72 -0.473
O -1.30 7.65 0.71 -0.510
O -3.48 8.71 -0.74 -0.543
H -3.28 6.70 -0.75 0.240
H -2.86 7.62 -2.25 0.282
H -0.77 8.54 -1.10 0.283
H -0.74 6.85 -1.09 0.304
H -1.75 8.45 0.99 0.316
H -4.44 8.63 -0.75 0.290
C -5.01 2.23 -4.10 -0.327
C -3.79 2.66 -4.90 -0.528
O -3.43 1.61 -5.75 -0.479
O -4.75 1.27 -3.07 -0.465
H -5.81 1.81 -4.71 0.277
H -5.44 3.17 -3.76 0.252
H -2.98 3.01 -4.25 0.339
H -4.03 3.50 -5.54 0.323
H -2.86 1.09 -5.18 0.309
H -3.92 1.55 -2.66 0.298
C 2.24 -1.23 7.59 -0.377
C 0.72 -1.47 7.21 -0.396
O 0.44 -2.07 6.00 -0.487
O 2.88 -2.47 7.54 -0.514
H 2.46 -0.81 8.57 0.316
H 2.60 -0.60 6.78 0.229
H 0.10 -0.58 7.18 0.337
H 0.23 -2.11 7.94 0.286
H -0.51 -2.16 5.95 0.297
H 2.78 -2.86 6.67 0.307
C 4.86 5.18 -2.59 -0.319
C 3.92 4.16 -3.24 -0.459
O 4.39 3.81 -4.49 -0.547
O 4.75 6.37 -3.37 -0.524
H 5.85 4.73 -2.67 0.257
H 4.56 5.32 -1.55 0.356
H 2.95 4.63 -3.42 0.279
H 3.77 3.25 -2.67 0.339
H 4.57 4.61 -4.99 0.323
H 5.22 7.01 -2.84 0.295
C 0.54 -6.56 3.10 -0.376
C 1.78 -7.28 3.53 -0.313
O 2.31 -6.62 4.69 -0.539
O 0.75 -5.20 2.68 -0.473
H -0.28 -6.50 3.81 0.268
H 0.01 -7.01 2.26 0.327
H 2.64 -7.10 2.89 0.166
H 1.70 -8.36 3.66 0.368
H 1.99 -7.08 5.47 0.300
H 1.11 -4.80 3.48 0.273
C -5.03 -0.67 3.31 -0.229
C -4.80 -0.46 4.81 -0.511
O -4.33 -1.57 5.51 -0.499
O -6.00 -1.58 3.07 -0.508
H -4.11 -0.93 2.78 0.207
H -5.28 0.27 2.83 0.288
H -5.72 -0.09 5.27 0.278
H -4.15 0.41 4.89 0.327
H -5.11 -2.13 5.60 0.310
H -6.57 -1.11 2.45 0.340
O -1.54 4.55 3.35 -0.633
H -2.47 4.67 3.56 0.306
H -1.29 5.36 2.91 0.327

13
Properties=species:S:1:pos:R:3:nbo_charge:R:1 method="wB97M-V/def2-TZVPD" e_above_lowest_kcal_mol=17.0 smiles=CCNC[O-] total_charge=-1 homo_energy_ev=-2.01
C 0.89 0.31 -0.86 -0.180
N 0.43 0.04 0.42 -0.721
C -0.38 -1.17 0.78 0.167
O -1.48 -0.97 1.49 -0.936
C 0.44 1.64 -1.52 -0.614
H 2.02 0.36 -0.89 0.116
H 0.62 -0.46 -1.59 0.177
H 0.33 0.76 1.11 0.360
H 0.40 -1.83 1.28 0.027
H -0.60 -1.69 -0.19 0.046
H 0.88 1.63 -2.53 0.174
H 0.86 2.49 -0.98 0.184
H -0.63 1.73 -1.71 0.199

12
Properties=species:S:1:pos:R:3:nbo_charge:R:1 method="wB97M-V/def2-TZVPD" e_above_lowest_kcal_mol=94.4 homo_energy_ev=-8.38
C -2.40 0.50 0.05 -0.793
C 0.16 -0.84 -0.19 0.161
C 2.23 -0.76 0.04 0.208
H -2.51 0.55 1.32 0.246
H -3.37 0.30 -0.61 0.245
H -1.56 1.55 -0.38 0.294
H 3.32 -1.04 -0.08 0.205
H 2.12 1.65 -0.05 0.459
N 1.33 -1.69 0.03 -0.458
N 1.81 0.55 0.10 -0.425
N 0.48 0.45 -0.22 -0.350
S -1.61 -1.22 -0.02 0.208

21
Properties=species:S:1:pos:R:3:nbo_charge:R:1 method="wB97M-V/def2-TZVPD" e_above_lowest_kcal_mol=123.9 smiles="C=C(C)[N@@H+](C)[O-].CO" homo_energy_ev=-8.26
C 0.71 0.09 2.04 -0.342
C -1.99 -0.79 -0.54 -0.421
O 1.38 1.22 2.58 -0.733
H 2.03 0.93 3.23 0.451
H 0.25 -0.52 2.83 0.139
H 1.41 -0.56 1.50 0.134
H -1.97 -1.39 -1.45 0.195
H -1.60 -1.35 0.31 0.223
H -3.01 -0.49 -0.31 0.234
C 0.72 -1.15 -1.27 -0.670
N -1.20 0.46 -0.68 -0.097
C 0.25 0.25 -1.02 0.163
C 0.98 1.34 -1.19 -0.376
O -1.33 1.22 0.43 -0.684
H -0.20 0.66 1.47 0.284
H -1.60 0.98 -1.48 0.378
H 1.79 -1.12 -1.45 0.237
H 0.53 -1.80 -0.42 0.226
H 0.25 -1.58 -2.16 0.217
H 0.57 2.31 -0.96 0.231
H 2.02 1.28 -1.44 0.209

57
Properties=species:S:1:pos:R:3:nbo_charge:R:1 method="wB97M-V/def2-TZVPD" e_above_lowest_kcal_mol=19.9 total_charge=-1 homo_energy_ev="-2.03 / -0.37"
Bi -2.43 -1.13 -1.06 0.742
Cl -2.42 1.41 -0.72 -0.764
Cl -1.11 -2.02 -2.97 -0.670
H -3.16 -2.65 -0.48 -0.304
H 0.73 0.34 -0.18 0.405
P -4.93 -2.05 -0.97 0.920
C -6.34 -0.81 -0.93 -0.545
C -5.25 -2.95 -2.55 -0.565
C -5.42 -3.20 0.42 -0.543
C -5.96 0.56 -1.48 -0.619
H -6.52 -0.71 0.15 0.210
C -7.65 -1.27 -1.60 -0.621
H -7.55 -1.31 -2.69 0.199
H -8.43 -0.54 -1.36 0.199
H -8.01 -2.25 -1.25 0.202
H -5.09 0.99 -0.99 0.259
H -6.81 1.25 -1.34 0.191
H -5.76 0.53 -2.56 0.201
H -5.59 -2.48 1.24 0.222
C -4.34 -4.19 0.85 -0.609
C -6.75 -3.92 0.15 -0.616
H -7.61 -3.27 0.31 0.206
H -6.84 -4.75 0.85 0.201
H -6.80 -4.35 -0.86 0.201
H -3.50 -3.71 1.37 0.229
H -3.94 -4.78 0.01 0.216
H -4.78 -4.90 1.57 0.188
C -5.00 -2.06 -3.78 -0.615
H -6.33 -3.18 -2.52 0.211
C -4.48 -4.28 -2.65 -0.617
H -5.70 -1.21 -3.83 0.203
H -5.16 -2.67 -4.68 0.199
H -3.97 -1.67 -3.82 0.245
H -3.41 -4.14 -2.48 0.245
H -4.62 -4.68 -3.66 0.200
H -4.87 -5.03 -1.94 0.198
C 2.00 3.85 -0.47 -0.409
N 2.90 2.74 -0.14 -0.445
C 4.31 2.96 -0.45 -0.413
C 2.42 1.49 -0.03 0.362
N 1.16 1.23 -0.40 -0.846
N 3.25 0.51 0.41 -0.449
C 4.08 0.73 1.61 -0.451
C 2.87 -0.89 0.22 -0.415
H 2.53 4.75 -0.17 0.193
H 1.07 3.76 0.13 0.216
H 1.75 3.87 -1.55 0.173
H 4.85 3.28 0.46 0.171
H 4.78 2.06 -0.86 0.215
H 4.36 3.76 -1.19 0.179
H 0.54 1.96 -0.72 0.413
H 4.81 -0.08 1.65 0.182
H 4.60 1.69 1.58 0.197
H 3.45 0.68 2.52 0.147
H 2.12 -1.19 0.97 0.161
H 2.50 -1.05 -0.79 0.223
H 3.77 -1.49 0.36 0.192